# 1
{"formula": "C26H26F6N2O", "method": "the ωB97M-V functional and the def2-TZVPD basis", "elements": ["C", "C", "C", "C", "C", "O", "C", "C", "H", "H", "H", "H", "H", "H", "H", "C", "N", "C", "C", "F", "F", "F", "C", "C", "C", "C", "C", "C", "C", "C", "C", "N", "C", "C", "C", "F", "F", "F", "C", "C", "C", "C", "H", "H", "H", "H", "H", "H", "H", "H", "H", "H", "H", "H", "H", "H", "H", "H", "H", "H", "H"], "positions_angstrom": [[1.6295, 3.3791, -1.3286], [1.2092, 2.4781, -0.2200], [-0.1425, 2.3568, 0.1048], [-0.5528, 1.5822, 1.1524], [0.3876, 0.8750, 1.9586], [0.0151, 0.2121, 2.9379], [1.7634, 0.9841, 1.5857], [2.1457, 1.7656, 0.5319], [2.7110, 3.3664, -1.4683], [1.1680, 3.0849, -2.2717], [1.3357, 4.4087, -1.1203], [-0.8661, 2.8941, -0.4820], [-1.5940, 1.4904, 1.4009], [2.4897, 0.4438, 2.1645], [3.1875, 1.8463, 0.2730], [-3.2497, 5.8799, 7.8926], [-3.5210, 5.3512, 6.5581], [-4.5155, 6.1085, 5.7896], [-5.9375, 5.7099, 6.2073], [-6.8056, 6.4860, 5.5286], [-6.1271, 4.4116, 5.9067], [-6.0540, 5.9051, 7.5349], [-3.3255, 3.9647, 6.2878], [-2.4901, 3.5600, 5.2376], [-2.2602, 2.2370, 4.9983], [-2.8415, 1.2326, 5.8082], [-2.4660, -0.1054, 5.5645], [-2.7451, -1.2987, 6.2707], [-2.3523, -2.5146, 5.6686], [-2.6216, -3.7194, 6.2470], [-3.2746, -3.7953, 7.4828], [-3.4604, -5.0654, 8.1138], [-4.7630, -5.7339, 8.1261], [-2.5547, -5.4671, 9.1920], [-2.8205, -4.6559, 10.4667], [-2.3492, -5.3592, 11.5130], [-2.1836, -3.4761, 10.3626], [-4.1462, -4.4580, 10.5803], [-3.6125, -2.5916, 8.1255], [-3.3566, -1.3806, 7.5446], [-3.7647, 1.6480, 6.7931], [-3.9885, 2.9738, 7.0278], [-2.3879, 5.3700, 8.3184], [-3.0302, 6.9433, 7.8336], [-4.1138, 5.7305, 8.5369], [-4.3854, 7.1761, 5.9616], [-4.3804, 5.9188, 4.7247], [-2.0062, 4.3156, 4.6478], [-1.6174, 1.9371, 4.1876], [-1.8401, -0.2364, 4.6976], [-1.8232, -2.4772, 4.7328], [-2.3288, -4.6360, 5.7683], [-5.2903, -5.5444, 7.1938], [-4.6281, -6.8072, 8.2359], [-5.3598, -5.3681, 8.9596], [-2.6832, -6.5255, 9.4097], [-1.5241, -5.3117, 8.8730], [-4.0231, -2.6462, 9.1195], [-3.5529, -0.4911, 8.1119], [-4.3703, 0.9240, 7.3039], [-4.7372, 3.2778, 7.7379]], "forces_ev_per_angstrom": [[0.1, 0.2, -0.3], [0.1, -0.1, 0.0], [0.7, 0.1, -0.2], [0.4, -0.1, 0.1], [0.5, 1.0, -1.4], [-1.2, -1.7, 2.8], [-0.5, -0.1, 0.1], [-0.5, 0.4, -0.4], [0.0, 0.0, 0.0], [0.0, 0.1, -0.2], [0.0, 0.2, -0.1], [-0.3, 0.2, -0.2], [-0.4, -0.1, 0.1], [0.2, -0.2, 0.2], [0.4, 0.0, -0.1], [-0.3, -0.8, 0.1], [0.2, 0.4, -0.6], [0.5, -0.9, 0.2], [1.9, 0.9, -1.0], [-0.3, -0.6, 0.6], [-0.8, 0.4, 0.3], [-1.0, -0.3, -0.4], [0.0, 0.4, -0.2], [-0.4, 0.8, 0.4], [0.1, -0.6, -0.2], [-0.1, -0.2, 0.0], [0.0, 0.5, 0.1], [-0.2, -0.4, 0.5], [0.0, 0.8, -0.3], [-0.4, -0.7, 0.6], [0.2, 0.0, 0.2], [0.6, -0.8, -0.3], [0.1, 0.8, 0.0], [-0.6, 0.9, -0.8], [0.8, -1.6, -1.5], [-0.4, 0.9, 0.3], [-0.3, 0.0, 0.9], [0.4, 0.4, 1.0], [-0.2, -0.6, 0.0], [0.2, 0.2, -0.2], [-0.1, 0.0, 0.0], [0.1, 0.1, 0.3], [0.0, 0.0, 0.0], [0.0, 0.0, -0.1], [0.2, 0.1, 0.4], [0.0, 0.0, 0.1], [-0.2, 0.0, 0.0], [0.1, 0.2, -0.2], [0.4, -0.2, -0.2], [0.4, 0.0, -0.6], [0.1, 0.1, -0.3], [0.1, -0.2, -0.1], [0.0, 0.0, -0.1], [0.1, -0.1, 0.0], [-0.4, -0.1, -0.1], [-0.2, 0.0, 0.0], [0.1, 0.1, 0.2], [-0.2, 0.2, 0.0], [0.0, 0.1, 0.1], [-0.1, 0.0, 0.1], [-0.1, 0.0, 0.2]], "total_charge": 0, "homo_lumo_gap_ev": 1.65, "largest_force_ev_per_a": 3.469}


# 2
{"formula": "C3H3BrS", "method": "the ωB97M-V functional and the def2-TZVPD basis", "elements": ["C", "C", "C", "S", "Br", "H", "H", "H"], "positions_angstrom": [[0.0113, -0.6636, -0.0298], [1.3114, -0.6882, -0.1899], [0.6622, 0.6197, 0.4720], [-2.6589, -1.0372, 0.1870], [-3.2182, 0.3893, -1.3069], [2.3360, -0.8314, -0.4578], [0.8936, 0.6853, 1.4622], [0.6625, 1.5261, -0.1367]], "forces_ev_per_angstrom": [[0.7, 1.4, 0.7], [-2.5, 0.5, 0.0], [-0.9, -1.6, -3.1], [2.6, -0.1, -0.3], [0.0, 0.2, -0.1], [0.0, -0.7, -0.2], [0.3, 0.6, 2.6], [-0.2, -0.2, 0.2]], "total_charge": 0, "homo_lumo_gap_ev": [6.61, 6.61], "de_lowest_kcal_mol": 102.6, "largest_force_ev_per_a": 3.603}


# 3
{"formula": "C19H37BrO10S5", "method": "the ωB97M-V functional and the def2-TZVPD basis", "elements": ["C", "C", "S", "C", "C", "C", "C", "O", "S", "O", "O", "O", "C", "Br", "H", "H", "H", "H", "H", "H", "H", "H", "H", "H", "H", "H", "H", "C", "C", "C", "S", "O", "O", "C", "H", "H", "H", "H", "H", "H", "H", "H", "C", "C", "C", "S", "O", "O", "C", "H", "H", "H", "H", "H", "H", "H", "H", "C", "C", "C", "S", "O", "O", "C", "H", "H", "H", "H", "H", "H", "H", "H"], "positions_angstrom": [[1.1275, -0.3924, -4.3483], [2.3174, 0.2310, -3.5967], [2.0103, 1.8569, -2.8482], [1.8269, 1.5676, -1.0746], [0.6095, 0.8502, -0.4758], [0.4896, -0.6051, -0.8658], [-0.4087, -1.4830, 0.0028], [0.9579, 0.8647, 0.9848], [-0.0127, 1.7338, 1.8539], [-1.0202, 0.9170, 2.4452], [0.7371, 2.6374, 2.6531], [-0.6482, 2.5368, 0.6304], [-0.7367, 1.6029, -0.4555], [-1.2889, 2.5716, -2.0038], [0.7777, -1.3146, -3.8806], [0.2809, 0.2949, -4.3875], [1.4045, -0.6359, -5.3755], [2.7360, -0.4466, -2.8521], [3.1222, 0.4356, -4.3051], [2.7031, 1.0182, -0.7224], [1.8826, 2.5613, -0.6226], [1.5052, -1.0097, -0.8148], [0.1753, -0.6539, -1.9073], [0.0639, -1.7060, 0.9591], [-1.3857, -1.0429, 0.2129], [-0.5700, -2.4088, -0.5448], [-1.5579, 0.9147, -0.2596], [0.5411, -6.1295, -4.4143], [-0.3789, -7.0784, -3.6330], [-0.6762, -6.4185, -2.2814], [-0.5636, -4.6442, -2.5614], [0.5572, -4.1303, -1.8108], [-1.8600, -4.0313, -2.4403], [-0.0813, -4.7437, -4.2834], [0.6345, -6.4239, -5.4584], [1.5405, -6.1297, -3.9745], [-1.3088, -7.2220, -4.1862], [0.0752, -8.0582, -3.4942], [-1.6720, -6.6366, -1.9041], [0.0690, -6.6654, -1.5279], [0.5982, -3.9220, -4.4979], [-0.9888, -4.6480, -4.8794], [-6.1492, 1.6383, 1.2967], [-5.1411, 2.7731, 1.5244], [-4.1856, 2.7814, 0.3269], [-5.1255, 2.1281, -1.0662], [-4.5379, 0.8759, -1.4738], [-5.3673, 3.1658, -2.0349], [-6.6234, 1.7833, -0.1453], [-6.9835, 1.6911, 1.9948], [-5.6600, 0.6712, 1.4302], [-5.6707, 3.7261, 1.5815], [-4.5915, 2.6452, 2.4557], [-3.8323, 3.7738, 0.0593], [-3.3369, 2.1178, 0.4796], [-7.0827, 0.8899, -0.5613], [-7.2839, 2.6410, -0.2704], [3.3733, 3.1620, 5.5600], [4.6836, 3.8863, 5.9001], [5.8284, 2.8958, 5.6587], [5.2497, 1.7717, 4.3739], [5.1413, 0.4485, 4.9358], [5.9992, 1.9821, 3.1614], [3.6115, 2.4738, 4.2220], [2.5304, 3.8486, 5.5022], [3.1482, 2.4163, 6.3255], [4.8009, 4.7526, 5.2461], [4.6917, 4.2473, 6.9277], [6.7421, 3.3673, 5.3061], [6.0400, 2.2881, 6.5364], [2.9075, 1.6774, 3.9969], [3.6368, 3.1879, 3.3997]], "forces_ev_per_angstrom": [[-0.1, 0.0, 0.1], [0.1, 0.0, -0.2], [-0.2, 0.0, 0.0], [0.0, 0.0, 0.0], [0.1, 0.1, 0.4], [0.2, -0.1, 0.1], [-0.1, 0.1, -0.1], [0.0, -0.2, -0.2], [0.0, 0.1, 0.2], [0.1, 0.1, -0.1], [-0.1, -0.1, -0.1], [0.1, 0.0, 0.0], [-0.3, 0.0, -0.1], [0.1, 0.0, -0.1], [0.0, 0.0, 0.1], [0.1, 0.0, 0.0], [0.0, 0.0, 0.0], [0.0, 0.1, 0.0], [0.0, 0.0, 0.1], [-0.1, 0.0, 0.0], [0.0, 0.0, -0.1], [-0.1, -0.1, -0.2], [-0.1, 0.1, -0.1], [0.0, 0.0, 0.0], [0.0, 0.0, -0.1], [0.0, 0.0, 0.2], [0.1, 0.0, 0.0], [0.0, 0.0, 0.0], [0.0, 0.0, 0.0], [0.0, -0.2, -0.1], [0.0, -0.1, -0.2], [0.0, 0.1, 0.0], [0.0, 0.1, 0.1], [0.0, -0.1, -0.1], [0.0, 0.0, 0.0], [0.0, 0.0, 0.0], [0.0, 0.0, 0.0], [0.0, 0.0, 0.0], [0.0, 0.0, 0.0], [0.0, 0.1, 0.0], [0.0, 0.0, 0.0], [0.0, 0.0, 0.0], [0.0, 0.0, 0.0], [0.0, 0.0, 0.0], [0.0, 0.1, 0.1], [0.0, 0.1, 0.1], [0.0, 0.0, 0.0], [0.0, 0.0, -0.1], [-0.1, 0.0, 0.1], [0.0, 0.0, 0.0], [0.0, 0.0, 0.0], [0.0, 0.0, 0.0], [0.0, 0.0, 0.0], [0.0, 0.0, 0.0], [-0.1, 0.0, 0.0], [0.0, 0.0, -0.1], [0.0, 0.0, 0.0], [0.0, 0.0, 0.0], [0.0, 0.0, 0.0], [0.0, 0.1, 0.1], [0.0, 0.1, 0.0], [0.0, 0.0, 0.0], [0.0, 0.0, 0.0], [-0.1, 0.0, 0.0], [0.0, 0.0, 0.0], [0.0, 0.0, 0.0], [0.0, 0.0, 0.0], [0.0, 0.0, 0.0], [0.0, 0.0, 0.0], [0.0, -0.1, 0.0], [0.1, 0.0, 0.0], [0.0, 0.0, 0.0]], "total_charge": 0, "homo_lumo_gap_ev": 9.17, "largest_force_ev_per_a": 0.463}


# 4
{"formula": "C6H5FO", "method": "the ωB97M-V functional and the def2-TZVPD basis", "elements": ["C", "C", "C", "C", "C", "C", "H", "H", "H", "H", "H", "O", "F"], "positions_angstrom": [[0.5455, 1.1436, 0.0367], [0.5959, 2.4384, -0.2274], [-0.7509, 0.4476, 0.2312], [-0.9073, -1.0846, 0.5930], [-0.0223, -1.9521, -0.2121], [0.6874, -2.6807, -0.8752], [1.5268, 3.0055, -0.2645], [-0.3110, 2.9262, -0.2575], [-0.6741, -1.2378, 1.6519], [-1.9592, -1.3449, 0.5068], [1.3564, -3.1827, -1.5506], [-1.7676, 1.1145, 0.1648], [1.6804, 0.4070, 0.2030]], "forces_ev_per_angstrom": [[1.1, -0.2, 0.0], [1.9, -0.8, 0.5], [-1.8, -0.6, 0.5], [1.2, 0.6, -0.3], [0.4, -0.9, -0.7], [-0.7, 1.2, 0.5], [-0.2, -0.4, -0.2], [-1.7, 1.1, -0.3], [0.2, 0.3, 0.0], [0.0, 0.1, -0.4], [-0.3, 0.0, 0.4], [0.7, -0.6, 0.0], [-0.7, 0.2, -0.1]], "total_charge": 0, "homo_lumo_gap_ev": 9.84, "de_lowest_kcal_mol": 45.3, "largest_force_ev_per_a": 2.157, "smiles": "C#CCC(=O)C(=C)F"}


# 5
{"formula": "C2H3FO", "method": "the ωB97M-V functional and the def2-TZVPD basis", "elements": ["C", "C", "O", "F", "H", "H", "H"], "positions_angstrom": [[0.5854, -0.0961, -0.5616], [-0.5207, 0.1869, 0.4411], [0.6195, -0.4580, 0.8715], [-1.5325, -0.6623, 0.3492], [0.5694, -1.0193, -1.2550], [1.2416, 0.8248, -0.6685], [-0.9626, 1.2240, 0.8233]], "forces_ev_per_angstrom": [[0.1, 0.9, 1.3], [0.8, 0.9, -1.1], [-0.1, 0.8, 0.0], [-1.8, -0.9, 0.1], [-0.1, 2.0, 1.1], [-0.6, -1.6, -0.8], [1.7, -2.2, -0.6]], "total_charge": 0, "homo_lumo_gap_ev": 11.89, "de_lowest_kcal_mol": 55.5, "largest_force_ev_per_a": 2.816, "smiles": "F[C@@H]1CO1"}


# 6
{"formula": "C6H13NO2", "method": "the ωB97M-V functional and the def2-TZVPD basis", "elements": ["C", "C", "N", "H", "H", "H", "H", "H", "H", "H", "C", "C", "C", "C", "O", "O", "H", "H", "H", "H", "H", "H"], "positions_angstrom": [[-1.4627, 0.3922, 0.4147], [-2.6763, 1.2417, 0.7935], [-1.7792, -0.9769, 0.0352], [-2.3979, -0.9803, -0.7698], [-2.2622, -1.4467, 0.7949], [-0.9408, 0.8506, -0.4301], [-0.7699, 0.3416, 1.2604], [-3.1980, 0.8037, 1.6431], [-2.3646, 2.2475, 1.0619], [-3.3703, 1.3075, -0.0429], [1.0570, -2.0795, -0.6537], [2.3366, 1.4887, -0.0752], [1.9262, -1.0239, -0.0733], [1.9365, 0.2896, -0.8787], [2.5760, -1.1244, 0.9410], [1.6510, 0.3122, -2.0504], [1.5457, 1.7136, 0.6389], [1.1576, -2.0825, -1.7360], [1.2862, -3.0525, -0.2296], [0.0139, -1.8172, -0.4238], [3.2298, 1.2465, 0.4970], [2.5056, 2.3485, -0.7171]], "forces_ev_per_angstrom": [[-0.2, 0.1, 0.1], [0.3, -0.1, -0.1], [-0.4, -0.1, 0.0], [0.0, -0.1, 0.1], [0.0, 0.0, -0.1], [0.1, 0.0, 0.1], [0.1, 0.1, -0.1], [-0.1, 0.0, 0.1], [0.0, 0.2, 0.1], [-0.1, 0.0, 0.0], [0.1, -0.2, 0.0], [0.2, 0.1, -0.2], [-0.2, -0.5, -0.3], [0.2, 0.5, 0.3], [0.0, 0.2, -0.1], [0.0, -0.1, 0.1], [-0.1, 0.0, 0.1], [0.0, 0.0, -0.1], [0.1, 0.0, 0.1], [0.1, 0.0, -0.1], [0.0, 0.0, 0.1], [0.0, 0.0, -0.1]], "total_charge": 0, "homo_lumo_gap_ev": 9.41, "de_lowest_kcal_mol": 28.7, "largest_force_ev_per_a": 0.642, "smiles": "CC(=O)C(C)=O.CCN"}


# 7
{"formula": "C23H21N3O4", "method": "the ωB97M-V functional and the def2-TZVPD basis", "elements": ["C", "C", "H", "H", "O", "C", "O", "C", "C", "C", "C", "C", "C", "H", "H", "N", "C", "O", "N", "C", "C", "C", "C", "C", "C", "C", "C", "C", "C", "C", "O", "N", "C", "C", "H", "H", "H", "H", "H", "H", "H", "H", "H", "H", "H", "H", "H", "H", "H", "H", "H"], "positions_angstrom": [[2.3241, 3.6992, 3.0757], [1.6215, 3.8186, 1.6067], [2.4342, 3.6526, 0.7505], [1.2048, 4.8913, 1.4812], [0.5624, 3.0640, 1.4491], [0.2043, 2.8592, 0.3422], [0.5911, 3.5243, -0.4704], [-0.8714, 1.8483, 0.0653], [-1.1860, 1.0736, 1.1895], [-2.2650, 0.0553, 1.1766], [-2.6942, -0.2119, -0.1479], [-2.4495, 0.7519, -1.2585], [-1.7155, 1.7539, -1.0115], [-1.2305, 2.1604, -1.8973], [-3.1266, 0.6320, -2.1575], [-3.7716, -1.1289, -0.0562], [-3.9997, -2.3552, 0.5082], [-4.9191, -2.9749, 0.5891], [-2.7311, -3.0234, 0.6470], [-1.3185, -2.6083, 0.4748], [-0.4123, -2.3525, 1.3010], [1.0727, -1.9977, 1.1805], [1.2511, -1.6265, -0.2076], [0.3010, -1.7910, -1.0559], [-1.0782, -2.1842, -1.2431], [-1.9454, -2.4493, -2.1471], [-1.5360, -1.9125, -3.2328], [-0.0746, -1.5275, -3.6529], [0.7347, -1.2967, -2.2962], [2.0224, -0.8721, -2.0955], [2.9117, -0.4230, -3.0480], [2.2381, -0.9107, -0.8857], [3.4917, -0.6416, -0.1647], [3.2293, 0.8573, 0.5888], [3.0166, 1.5650, -0.1723], [4.3295, 0.9195, 0.9099], [2.4333, 0.7899, 1.1245], [3.8738, -1.5036, 0.7740], [4.2980, -0.5389, -0.9349], [0.3891, -1.1775, -4.4893], [-2.0940, -2.2389, -4.0535], [-2.6567, -2.9029, -1.8738], [1.6497, -1.8091, 1.9658], [-0.6930, -2.6286, 2.4913], [-2.7112, -3.6677, 1.2958], [-4.8158, -0.9580, -0.7299], [-2.6039, -0.5589, 2.1060], [-0.8731, 1.1111, 2.3052], [2.7995, 2.7944, 2.9948], [1.7075, 3.9182, 3.7914], [3.0808, 4.5320, 3.0978]], "forces_ev_per_angstrom": [[2.2, 2.3, -7.0], [5.0, 5.4, 1.2], [-1.8, 0.3, 1.9], [1.3, -1.2, 0.1], [0.0, -3.6, 11.5], [-7.3, -5.6, -4.0], [3.6, 6.0, -10.4], [0.0, -1.0, 5.4], [-2.4, -2.6, 2.9], [2.7, 1.6, -1.8], [-2.1, 1.6, 2.6], [-6.5, -7.3, 0.8], [6.2, 3.9, -2.2], [-0.8, 1.3, -0.2], [1.3, 0.1, 0.9], [-6.4, 1.2, -4.9], [11.8, 3.7, -2.1], [-9.4, -4.3, 1.3], [2.8, 3.5, -1.9], [-6.7, 0.5, -9.3], [5.4, -1.0, 8.9], [-5.1, 0.5, -7.9], [3.5, 0.3, 9.4], [-8.9, -0.1, -10.5], [6.4, -1.7, 14.9], [7.3, 4.8, -0.8], [5.4, 1.2, -9.6], [-2.4, 0.1, 10.6], [-5.0, -2.6, -6.2], [6.4, 4.2, -12.0], [-4.0, -2.0, 4.4], [4.3, -1.9, 9.4], [0.4, 1.2, 2.0], [7.8, -3.3, -4.8], [0.2, 0.6, -1.0], [-2.1, 0.9, 0.8], [-4.4, -0.5, 4.5], [-1.7, 2.4, -3.2], [-0.7, -0.2, 0.8], [0.5, 0.7, -2.6], [-1.1, 0.4, -1.9], [-10.6, -6.1, 2.7], [2.4, 0.5, 3.1], [0.6, 0.9, -3.1], [-0.7, -4.4, 4.1], [4.4, -0.1, 2.6], [0.7, 1.4, -2.0], [0.5, 0.9, -2.3], [1.1, -2.3, 0.9], [-3.7, 0.4, 4.2], [-0.4, -0.9, -0.2]], "total_charge": 0, "homo_lumo_gap_ev": 7.15, "de_lowest_kcal_mol": 441.3, "largest_force_ev_per_a": 16.297, "smiles": "CCOC(=O)c1ccc(NC(=O)Nc2ccc3c4c(cccc24)C(=O)N3CC)cc1"}


# 8
{"formula": "C3H14O4", "method": "the ωB97M-V functional and the def2-TZVPD basis", "elements": ["C", "O", "C", "C", "H", "H", "H", "H", "H", "H", "H", "H", "H", "H", "O", "H", "H", "O", "H", "H", "O"], "positions_angstrom": [[-2.1606, 0.2526, -1.0999], [-1.3374, -0.9222, -0.8606], [-1.6529, 1.0251, -2.2908], [-1.5217, 2.5812, -2.2429], [-3.2143, -0.0081, -1.1588], [-1.9803, 0.7977, -0.1704], [-1.8396, -1.7569, -1.0020], [-0.6849, 0.6393, -2.6159], [-2.2675, 0.7348, -3.1528], [-2.0496, 2.9451, -3.1124], [-1.7803, 2.9736, -1.2651], [-0.4631, 2.8153, -2.3334], [2.3320, -0.1331, 3.5001], [2.6163, -1.0708, 2.4119], [2.8917, -0.8879, 3.3162], [4.6798, 1.6648, -0.0690], [5.5652, 0.7606, 0.8175], [4.7395, 1.2177, 0.7821], [-1.2366, -3.3981, 1.3142], [-1.8500, -2.0537, 1.2258], [-1.9852, -2.9065, 1.6741]], "forces_ev_per_angstrom": [[1.1, -0.3, 1.2], [-0.8, -1.2, -0.3], [0.1, 0.0, -1.5], [0.6, -1.5, 0.3], [-0.1, 0.0, -0.1], [-0.4, 0.5, -0.1], [0.4, 1.1, -0.1], [0.1, -0.2, 0.6], [-0.2, 0.3, 0.1], [-0.2, 0.8, 0.3], [-0.7, 0.3, -0.2], [0.0, 0.2, -0.3], [0.0, 0.3, 0.5], [0.3, -0.3, -0.1], [-0.3, 0.0, -0.3], [0.2, -0.2, 0.1], [0.8, -0.4, -0.1], [-1.1, 0.5, 0.0], [-0.1, -0.3, 0.3], [-0.2, -0.1, 0.3], [0.4, 0.4, -0.6]], "total_charge": 0, "homo_lumo_gap_ev": 11.12, "de_lowest_kcal_mol": 34.0, "largest_force_ev_per_a": 1.706, "smiles": "CCCO.O.O.O"}